i:
Computed, not measured: a 3-piece molecular cluster, C4H12O3 overall, with ωB97M-V/def2-TZVPD.

```
! RIJCOSX wB97M-V def2-TZVPD def2/J DEFGRID3
* xyz 0 1
C 2.613 2.086 2.172
C 1.437 1.163 2.059
C 1.271 0.319 1.052
C 0.132 -0.600 0.870
O 2.191 0.367 0.016
H 3.501 1.594 1.773
H 2.858 2.272 3.216
H 2.558 3.062 1.711
H 0.868 1.023 2.968
H -0.663 -0.375 1.589
H 0.306 -1.668 1.013
H -0.438 -0.531 -0.061
H 1.776 0.540 -0.835
O -2.208 3.112 -3.060
H -2.564 2.763 -3.886
H -2.493 4.033 -3.138
O -3.760 -5.927 -1.925
H -4.089 -5.107 -1.526
H -3.240 -6.412 -1.276
*
```

Results
Structure (SMILES): C/C=C(/C)O.O.O
HOMO: -8.69 eV
Lowest unoccupied orbital energy: 0.73 eV

Here are the Löwdin charges for atoms 1 to 5, given in e: atom 1 (C): -0.0985, atom 2 (C): -0.1073, atom 3 (C): -0.4073, atom 4 (C): -0.0528, atom 5 (O): 0.0103


ii:
Computed, not measured: a 3-piece molecular cluster, C4H12O3 overall, with ωB97M-V/def2-TZVPD.

```
! RIJCOSX wB97M-V def2-TZVPD def2/J DEFGRID3
* xyz 0 1
C 0.125 -0.230 2.447
C 0.234 -1.004 1.189
C -0.314 -2.410 1.225
C -0.361 -0.400 -0.006
O 0.264 0.055 -0.923
H 0.383 0.834 2.271
H -0.924 -0.464 2.948
H 0.868 -0.635 3.107
H 1.392 -1.056 0.817
H -0.764 -2.652 2.245
H -1.114 -2.589 0.562
H 0.459 -3.162 1.003
H -1.469 -0.538 -0.208
O 2.216 -0.743 -5.243
H 2.750 -1.452 -5.767
H 2.635 -0.203 -4.660
O -2.132 4.072 1.790
H -2.605 4.450 1.053
H -2.493 4.652 2.513
*
```

Results
Structure (SMILES): CC(C)C=O.O.O
HOMO: -9.52 eV
Lowest unoccupied orbital energy: 0.85 eV

Here are the Löwdin charges for atoms 1 to 5, given in e: atom 1 (C): -0.0798, atom 2 (C): -0.4588, atom 3 (C): -0.0778, atom 4 (C): -0.3019, atom 5 (O): 0.0591


What should be chosen as the most stable of them? Choose i.


i:
Computed, not measured: a 2-piece molecular cluster, C3H9N3O overall, with ωB97M-V/def2-TZVPD.

```
! RIJCOSX wB97M-V def2-TZVPD def2/J DEFGRID3
* xyz 0 1
C 1.467 0.927 1.682
C 0.985 0.412 0.342
O 0.875 1.101 -0.653
N 0.694 -0.906 0.343
N 0.500 -1.652 -0.846
H 1.449 2.014 1.672
H 0.840 0.552 2.488
H 2.490 0.589 1.849
H 0.889 -1.479 1.151
H -0.446 -1.473 -1.213
H 1.156 -1.295 -1.552
C -2.342 0.244 -0.693
N -1.869 -0.302 -1.715
H -2.462 1.320 -0.535
H -2.673 -0.394 0.120
H -1.555 0.340 -2.441
*
```

Results
Structure (SMILES): CC(=O)NN.C=N
HOMO: -9.37 eV
Lowest unoccupied orbital energy: 0.90 eV

Here are the Löwdin charges for atoms 1 to 5, given in e: atom 1 (C): -0.0071, atom 2 (C): -0.5761, atom 3 (O): 0.0300, atom 4 (N): -0.0368, atom 5 (N): 0.0281


ii:
Computed, not measured: one molecule with the formula C3H9N3O, with ωB97M-V/def2-TZVPD.

```
! RIJCOSX wB97M-V def2-TZVPD def2/J DEFGRID3
* xyz 0 1
H 0.787 2.039 -1.733
N 1.204 1.532 -0.952
C 0.338 0.745 -0.431
O -1.060 0.825 -0.815
N -1.460 -0.018 -1.913
N 0.442 -0.293 0.394
C 1.635 -0.428 1.209
C -1.225 -0.616 1.007
H -0.713 -0.717 -1.944
H -1.364 0.589 -2.726
H 1.887 0.503 1.731
H 2.495 -0.705 0.588
H 1.498 -1.205 1.967
H -1.099 -1.692 1.074
H -2.214 -0.459 0.584
H -1.148 -0.101 1.960
*
```

Results
Structure (SMILES): [H]/N=C(\ON)N(C)C
HOMO: -8.87 eV
Lowest unoccupied orbital energy: 0.88 eV

Here are the Löwdin charges for atoms 1 to 5, given in e: atom 1 (H): 0.0462, atom 2 (N): 0.1408, atom 3 (C): -0.5487, atom 4 (O): -0.2324, atom 5 (N): 0.0629


What should be chosen as the most stable of them? Choose i.


i:
Computed, not measured: one molecule with the formula C3H9N3O, with ωB97M-V/def2-TZVPD.

```
! RIJCOSX wB97M-V def2-TZVPD def2/J DEFGRID3
* xyz 0 1
N 0.455 -1.097 1.812
C 1.354 -0.535 0.754
N 0.861 -0.363 -0.715
C -0.567 -0.404 -1.056
C -1.274 0.722 -0.391
N -1.111 1.934 -0.931
O -1.878 0.720 0.732
H 0.991 -1.176 2.697
H -0.381 -0.647 1.927
H 1.955 0.311 1.232
H 2.150 -1.348 0.555
H 1.319 -1.109 -1.250
H -0.564 -0.348 -2.227
H -1.016 -1.427 -0.765
H -1.605 2.671 -0.467
H -0.689 2.098 -1.909
*
```

Results
Structure (SMILES): NCNCC(N)=O
HOMO: -8.67 eV
Lowest unoccupied orbital energy: 0.78 eV

Here are the Löwdin charges for atoms 1 to 5, given in e: atom 1 (N): -0.0019, atom 2 (C): -0.2444, atom 3 (N): -0.0745, atom 4 (C): -0.1909, atom 5 (C): -0.5255


ii:
Computed, not measured: a 2-piece molecular cluster, C3H9N3O overall, with ωB97M-V/def2-TZVPD.

```
! RIJCOSX wB97M-V def2-TZVPD def2/J DEFGRID3
* xyz 0 1
C 1.111 0.663 -0.025
C -1.815 -1.284 0.569
N -0.272 0.444 -0.350
C -0.577 -1.031 -0.264
N -0.824 1.568 -0.965
N 1.741 -0.727 0.058
O -0.169 -1.928 -0.976
H 1.893 3.870 0.340
H -1.109 2.551 -0.971
H 1.977 -1.118 -0.847
H 1.711 -1.214 0.947
H 1.606 1.256 -0.805
H 1.127 1.154 0.955
H -2.692 -1.061 -0.031
H -1.900 -2.341 0.824
H -1.807 -0.800 1.541
*
```

Results
HOMO (spin up / spin down): -8.33 / -8.19 eV
Lowest unoccupied orbital energy (spin up / spin down): -0.07 / 0.37 eV

Here are the Löwdin charges for atoms 1 to 5, given in e: atom 1 (C): -0.2406, atom 2 (C): -0.0091, atom 3 (N): -0.1701, atom 4 (C): -0.4084, atom 5 (N): 0.0566


What should be chosen as the most stable of them? Choose i.


i:
Computed, not measured: a 2-piece molecular cluster, C2H12N4 overall, with ωB97M-V/def2-TZVPD.

```
! RIJCOSX wB97M-V def2-TZVPD def2/J DEFGRID3
* xyz 0 1
N 3.085 0.554 -1.189
C 2.116 1.646 -0.864
N 0.977 1.277 -0.043
H 2.507 -0.179 -1.626
H 3.279 0.099 -0.283
H 2.672 2.353 -0.266
H 1.776 2.032 -1.824
H 0.463 0.481 -0.394
H 1.202 1.176 0.935
N -2.993 -1.199 -0.186
C -2.156 -0.602 0.838
N -1.091 -1.458 1.353
H -3.617 -1.860 0.251
H -2.440 -1.670 -0.890
H -1.774 0.370 0.511
H -2.818 -0.371 1.677
H -0.171 -1.176 1.051
H -1.087 -1.564 2.358
*
```

Results
Structure (SMILES): NCN.NCN
HOMO: -9.22 eV
Lowest unoccupied orbital energy: 0.78 eV

Here are the Löwdin charges for atoms 1 to 5, given in e: atom 1 (N): -0.0277, atom 2 (C): -0.3566, atom 3 (N): -0.0094, atom 4 (H): 0.0523, atom 5 (H): 0.0556


ii:
Computed, not measured: a 2-piece molecular cluster, C2H12N4 overall, with ωB97M-V/def2-TZVPD.

```
! RIJCOSX wB97M-V def2-TZVPD def2/J DEFGRID3
* xyz 0 1
N 5.721 -0.723 -3.207
C 6.210 -1.229 -1.951
N 5.176 -1.337 -0.869
H 5.524 0.264 -3.144
H 4.905 -1.212 -3.543
H 6.958 -0.527 -1.572
H 6.748 -2.155 -2.121
H 5.168 -2.293 -0.523
H 5.521 -0.798 -0.082
N -6.284 0.301 2.792
C -6.031 1.513 2.031
N -4.848 1.434 1.173
H -5.564 0.169 3.494
H -6.207 -0.504 2.180
H -5.951 2.363 2.709
H -6.951 1.696 1.482
H -4.408 2.347 1.044
H -5.143 1.311 0.204
*
```

Results
Structure (SMILES): NCN.NCN
HOMO: -9.40 eV
Lowest unoccupied orbital energy: 1.15 eV

Here are the Löwdin charges for atoms 1 to 5, given in e: atom 1 (N): -0.0173, atom 2 (C): -0.3693, atom 3 (N): -0.0156, atom 4 (H): 0.0568, atom 5 (H): 0.0594


What should be chosen as the most stable of them? Choose i.


i:
Computed, not measured: one molecule with the formula C2HClF2, with ωB97M-V/def2-TZVPD.

```
! RIJCOSX wB97M-V def2-TZVPD def2/J DEFGRID3
* xyz 0 1
F -0.509 -0.932 1.525
C -0.581 -0.284 0.317
C 0.506 0.207 -0.246
F 1.693 0.168 0.298
Cl 0.488 1.040 -1.765
H -1.596 -0.198 -0.128
*
```

Results
Structure (SMILES): F/C=C(\F)Cl
HOMO: -9.94 eV
Lowest unoccupied orbital energy: 0.83 eV

Here are the Löwdin charges for atoms 1 to 5, given in e: atom 1 (F): 0.0072, atom 2 (C): -0.1384, atom 3 (C): -0.7633, atom 4 (F): 0.0625, atom 5 (Cl): 0.7017


ii:
Computed, not measured: one molecule with the formula C2HClF2, with ωB97M-V/def2-TZVPD.

```
! RIJCOSX wB97M-V def2-TZVPD def2/J DEFGRID3
* xyz 0 1
F -1.851 -0.228 -0.069
C -0.554 -0.375 0.033
C 0.476 0.461 -0.022
F 0.255 1.782 -0.015
Cl 2.025 -0.207 -0.041
H -0.351 -1.433 0.113
*
```

Results
Structure (SMILES): F/C=C(\F)Cl
HOMO: -9.66 eV
Lowest unoccupied orbital energy: 0.77 eV

Here are the Löwdin charges for atoms 1 to 5, given in e: atom 1 (F): 0.0717, atom 2 (C): -0.2093, atom 3 (C): -0.7603, atom 4 (F): 0.0404, atom 5 (Cl): 0.7475


What should be chosen as the most stable of them? Choose i.


i:
Computed, not measured: one molecule with the formula C2H6N2O2, with ωB97M-V/def2-TZVPD.

```
! RIJCOSX wB97M-V def2-TZVPD def2/J DEFGRID3
* xyz 0 1
H 2.820 -0.213 1.146
N 2.085 -0.503 0.518
N 1.092 0.223 0.731
C -0.224 -0.186 0.081
C -0.773 1.069 -0.493
O -0.257 -1.269 -0.771
O -0.877 -0.630 1.302
H -0.939 1.879 0.214
H -0.079 1.274 -1.272
H -1.697 0.758 -0.978
H -0.295 -0.803 -1.675
H -0.857 -1.600 1.198
*
```

Results
Structure (SMILES): [H]/N=N/C(C)(O)O
HOMO: -9.11 eV
Lowest unoccupied orbital energy: 0.76 eV

Here are the Löwdin charges for atoms 1 to 5, given in e: atom 1 (H): 0.0470, atom 2 (N): 0.0865, atom 3 (N): 0.0139, atom 4 (C): -0.6909, atom 5 (C): -0.0087


ii:
Computed, not measured: one molecule with the formula C2H6N2O2, with ωB97M-V/def2-TZVPD.

```
! RIJCOSX wB97M-V def2-TZVPD def2/J DEFGRID3
* xyz 0 1
C 0.091 1.303 0.043
C 0.094 -0.097 0.165
N 1.022 -1.015 -0.023
O 2.341 -0.438 0.008
N -1.104 -0.572 0.651
O -2.222 -0.565 -0.286
H 0.447 1.986 0.899
H 0.376 1.893 -0.890
H -0.931 1.569 -0.016
H 2.807 -1.354 -0.437
H -1.016 -1.608 0.959
H -1.905 -1.102 -1.073
*
```

Results
Structure (SMILES): C/C(=N\O)NO
HOMO: -9.30 eV
Lowest unoccupied orbital energy: 0.77 eV

Here are the Löwdin charges for atoms 1 to 5, given in e: atom 1 (C): -0.0557, atom 2 (C): -0.4747, atom 3 (N): 0.0197, atom 4 (O): -0.1363, atom 5 (N): -0.0438


What should be chosen as the most stable of them? Choose i.